A 2-piece molecular cluster, C4H9O2S overall. Source: OMol25; level of theory: wB97M-V/def2-TZVPD.

```
16
Properties=species:S:1:pos:R:3:forces:R:3:mulliken_charge:R:1
C 0.009842 1.295095 -0.151205 -0.5 -0.8 -2.2 -0.27
C -1.109699 0.915940 -1.198313 0.7 2.1 2.2 -0.96
C -0.501332 1.374931 1.181945 -1.6 3.2 0.0 -0.52
C 1.506208 -2.246071 -0.119796 -1.0 -2.9 -0.4 -0.89
O -0.027410 -1.182294 1.672997 0.5 0.9 1.6 -0.67
O -0.641021 -3.341617 0.850828 -0.1 0.6 -1.0 -0.73
S -0.231823 -1.942952 0.429006 0.3 -3.0 0.2 0.52
H -0.916674 0.748281 -2.254084 0.6 -0.8 0.3 0.27
H -1.905200 0.342767 -0.718273 -0.1 -0.2 -0.4 0.24
H -1.480596 1.964812 -1.235812 -0.3 0.0 0.1 0.41
H -1.605830 1.743330 1.246994 1.3 -1.0 0.0 0.23
H 0.089597 2.052410 1.831429 -0.1 -0.4 -0.3 0.28
H -0.350880 0.355235 1.574300 -0.2 -0.8 0.1 0.28
H 1.295589 -3.005969 -0.991344 0.9 1.1 1.7 0.21
H 1.838936 -1.358966 -0.555183 0.9 1.6 -0.6 0.34
H 2.182817 -2.620771 0.726313 -1.2 0.4 -1.3 0.24
```
Positions in Å, forces in eV/Å.

Properties
2S+1: 1
DFT total energy: -706.34292 Ha
largest force on an atom: 0.0690 Eh/bohr
HOMO level: -0.1308 Eh
net charge: -1

=====

One molecule with the formula C5H6O2. Source: OMol25; level of theory: wB97M-V/def2-TZVPD.

```
13
Properties=species:S:1:pos:R:3:forces:R:3:mulliken_charge:R:1
O 1.561528 -2.373662 1.844372 0.0 0.5 -0.3 -0.45
C 1.601330 -1.403690 1.132519 0.0 -0.3 0.2 0.00
C 1.044626 -0.041178 1.531566 0.0 0.0 0.1 -0.46
C 0.269497 0.503449 0.417437 -0.3 0.1 -0.5 -0.10
C -0.369439 0.806058 -0.559723 0.2 -0.2 0.4 0.28
C -1.295341 1.001237 -1.685074 0.2 0.3 0.0 -0.50
O -2.107579 -0.139894 -1.875331 -0.2 -0.1 0.2 -0.51
H 2.041683 -1.440405 0.114798 0.0 0.0 0.1 0.35
H 0.429742 -0.166875 2.428280 0.1 0.0 -0.1 0.25
H 1.884327 0.618999 1.788353 -0.1 -0.1 -0.1 0.31
H -1.900703 1.903717 -1.516407 0.1 -0.1 0.0 0.26
H -0.744530 1.147817 -2.618760 0.0 0.0 0.1 0.27
H -2.415141 -0.415574 -1.002031 0.0 0.0 -0.2 0.32
```
Positions in Å, forces in eV/Å.

Properties
2S+1: 1
DFT total energy: -344.51335 Ha
largest force on an atom: 0.0107 Eh/bohr
HOMO level: -0.3644 Eh
net charge: 0
SMILES: O=CCC#CCO

=====

A 2-piece molecular cluster, C3H9NO4 overall. Source: OMol25; level of theory: wB97M-V/def2-TZVPD.

```
17
Properties=species:S:1:pos:R:3:forces:R:3:mulliken_charge:R:1
N -0.357762 1.863072 -0.072355 0.2 -0.1 -0.1 -0.46
C -0.176814 1.144619 1.074715 2.0 -0.9 0.5 0.69
O 1.162811 0.175694 1.249009 -1.1 0.5 -0.6 -0.69
O -1.120984 0.178487 1.218665 -0.3 -0.5 0.0 -0.49
O 0.013476 1.970036 2.145889 0.1 -0.1 0.7 -0.53
H -0.598586 1.328781 -0.900055 0.1 0.1 0.1 0.28
H 0.264791 2.645124 -0.191292 -0.1 0.0 0.0 0.23
H 1.982876 0.595841 0.959331 -0.3 0.2 0.0 0.24
H -0.689265 -0.538820 1.708589 -0.2 0.1 -0.1 0.38
H 0.432136 1.385757 2.815833 -0.3 0.7 -0.5 0.38
C 0.470211 -1.764919 -1.357099 0.1 0.1 0.0 -0.81
C -0.916799 -1.249831 -1.561459 0.0 -0.1 0.1 0.23
O -1.185989 -0.179269 -2.049216 0.0 -0.1 -0.1 -0.57
H 0.510836 -2.846366 -1.464493 0.0 -0.1 -0.1 0.34
H 1.165911 -1.278888 -2.038881 0.0 0.0 0.0 0.26
H 0.771257 -1.517790 -0.333500 0.0 0.0 0.0 0.18
H -1.728105 -1.911530 -1.203682 -0.1 0.0 0.0 0.33
```
Positions in Å, forces in eV/Å.

Properties
2S+1: 1
DFT total energy: -475.40893 Ha
largest force on an atom: 0.0439 Eh/bohr
HOMO level: -0.3676 Eh
net charge: 0
SMILES: NC(O)(O)O.CC=O

=====

A 2-piece molecular cluster, C9H11NS overall. Source: OMol25; level of theory: wB97M-V/def2-TZVPD.

```
22
Properties=species:S:1:pos:R:3:forces:R:3:mulliken_charge:R:1
C 1.331358 0.373638 -2.469290 0.5 -2.2 -2.2 -0.71
C 1.579441 -0.202642 -1.314738 1.2 -0.1 0.7 -0.35
C 1.223176 0.531353 -0.106840 0.2 0.5 1.8 0.75
C 2.085653 0.859038 0.865664 1.1 -1.3 -0.4 -0.90
C -0.186975 0.801681 0.097450 -2.8 -1.5 -0.8 0.12
C -1.152253 -0.143001 -0.431059 0.5 0.8 0.8 -0.25
C -2.477165 -0.136793 -0.001020 -0.8 -1.6 -1.5 -0.55
C -2.851532 0.944806 0.726932 -0.3 1.7 0.8 -0.22
C -1.888173 1.886063 1.119615 -1.1 -0.5 2.1 -0.32
N -0.584591 1.765149 0.911119 -0.2 0.7 0.2 -0.52
H 1.679185 -0.259256 -3.310422 -0.3 0.9 0.0 0.26
H 0.723831 1.226583 -2.724096 0.1 0.3 0.5 0.33
H 2.169559 -1.159423 -1.216111 -0.7 1.2 -0.3 0.29
H 3.097307 0.410419 0.693597 -0.7 0.9 0.6 0.28
H 1.838020 1.327554 1.835608 0.1 -0.2 -1.0 0.34
H -0.826819 -0.864516 -1.136366 0.3 -0.7 -0.3 0.55
H -3.281045 -0.942378 -0.278695 1.9 1.5 0.3 0.26
H -3.876012 1.156617 1.015713 0.1 -0.3 0.1 0.36
H -2.269491 2.552674 1.958259 0.9 -0.1 -1.5 0.30
S 0.865523 -2.868824 1.126270 -0.2 0.7 0.3 -0.29
H 1.670820 -3.258370 2.104378 0.2 0.2 0.5 0.15
H 1.130183 -4.000370 0.534031 0.0 -0.9 -0.7 0.14
```
Positions in Å, forces in eV/Å.

Properties
2S+1: 1
DFT total energy: -802.39640 Ha
largest force on an atom: 0.0636 Eh/bohr
HOMO level: -0.3094 Eh
net charge: 0
SMILES: C=CC(=C)c1ccccn1.S

=====

C15H19Br3Cl6O12 as an isolated structure. Source: OMol25; level of theory: wB97M-V/def2-TZVPD.

```
55
Properties=species:S:1:pos:R:3:forces:R:3:mulliken_charge:R:1
C 4.820719 -3.906723 3.721565 0.0 -0.6 1.3 -0.34
Br 3.423979 -3.486803 5.109015 1.0 0.0 -1.0 -0.02
Br 4.434879 -5.715903 3.053895 0.3 1.0 0.1 0.00
Br 6.651529 -3.819113 4.535735 -1.3 0.0 -0.6 -0.02
H 4.759289 -3.156893 2.932835 0.0 -0.3 0.2 0.38
C -0.187201 -1.087703 0.854245 0.9 -0.2 0.3 0.14
Cl -0.992931 0.027047 1.906165 -0.2 0.7 0.6 -0.13
Cl 0.022689 -0.422393 -0.723015 -0.5 0.3 -1.4 -0.12
Cl -1.043181 -2.624223 0.921855 0.2 -0.2 -0.3 -0.14
H 0.864239 -1.189363 1.123025 -0.5 -0.5 0.8 0.25
C 4.996279 -4.900613 -2.509735 0.4 0.3 -0.2 0.03
Cl 4.573799 -6.616273 -3.042585 0.3 1.8 0.8 -0.12
Cl 6.640139 -4.754253 -1.791345 -0.8 -0.5 -0.1 -0.12
Cl 3.787849 -4.079233 -1.458175 0.4 -0.9 -0.4 -0.08
H 5.088829 -4.252043 -3.380875 -0.4 -0.6 -0.1 0.29
C -0.110441 4.586277 -0.487475 -1.2 -0.5 -1.5 -0.20
C -0.433381 5.438637 0.650875 -0.8 0.5 2.2 -0.22
O -0.216701 6.768807 0.171915 -0.5 0.9 2.1 -0.36
C -0.206261 6.755837 -1.158955 1.1 2.6 -0.4 0.75
O -0.206001 7.690717 -1.916325 -0.4 -0.3 1.0 -0.56
O -0.021061 5.551647 -1.525605 1.3 -3.5 -2.9 -0.34
H -0.962631 4.032237 -0.881065 0.3 -1.0 0.8 0.23
H 0.774609 4.004067 -0.230935 0.2 0.0 -1.1 0.25
H 0.190539 5.120027 1.485915 0.3 1.0 0.2 0.24
H -1.451331 5.337807 1.027315 -0.2 0.2 -0.3 0.21
C -2.086751 -3.607893 -4.413025 2.0 -1.2 -0.4 -0.26
C -3.393251 -3.850643 -5.141155 0.4 0.9 -1.0 -0.19
O -3.338731 -2.830593 -6.223155 -2.0 -1.4 0.7 -0.33
C -2.256311 -2.123943 -6.161025 2.6 2.3 -0.7 0.69
O -1.939211 -1.213643 -6.918165 -0.7 -2.1 1.9 -0.57
O -1.462221 -2.598703 -5.134415 -0.2 4.1 -1.4 -0.33
H -1.228301 -4.231913 -4.661535 -1.0 -2.3 1.1 0.23
H -2.091611 -3.422913 -3.338845 -0.4 0.3 -0.1 0.24
H -4.242941 -3.615623 -4.500155 -0.2 -0.4 -0.4 0.28
H -3.404321 -4.785773 -5.701085 -0.5 -0.1 0.6 0.24
C 6.241289 4.438957 3.722025 0.8 0.1 1.8 -0.27
C 5.265339 5.183757 2.913635 -0.6 0.8 -1.6 -0.32
O 4.234509 4.213357 2.652775 -1.6 5.0 -0.4 -0.26
C 4.696359 3.076457 2.844865 0.6 -5.6 1.1 0.69
O 4.093939 2.070727 2.575765 0.7 -0.1 0.1 -0.59
O 5.905209 3.098997 3.493605 -0.2 -0.9 -1.0 -0.33
H 6.097849 4.607937 4.789245 0.2 0.2 0.1 0.26
H 7.269429 4.668817 3.442405 0.0 -0.2 0.0 0.27
H 5.685749 5.348187 1.921515 0.0 0.7 0.1 0.28
H 4.837689 6.075637 3.371635 0.1 -0.1 -0.2 0.27
C -7.257681 -1.384233 2.189825 2.0 1.6 -0.1 -0.19
C -6.524551 -1.756583 0.922645 2.4 -1.5 -0.2 -0.24
O -7.502561 -2.062653 0.012645 -2.6 0.6 -1.3 -0.34
C -8.730451 -1.643663 0.499515 -1.8 -1.0 -4.3 0.70
O -9.740191 -1.599913 -0.235205 3.5 0.0 3.4 -0.56
O -8.576641 -1.387743 1.779025 -2.7 0.1 1.1 -0.32
H -6.997841 -0.342193 2.376155 -0.1 0.1 0.5 0.24
H -6.989411 -1.939743 3.088455 -0.7 -0.4 -0.2 0.30
H -5.925281 -2.666973 0.935805 0.2 -0.1 0.8 0.20
H -5.837331 -1.019093 0.507985 -0.3 0.5 0.2 0.22
```
Positions in Å, forces in eV/Å.

Properties
2S+1: 1
DFT total energy: -11968.93010 Ha
largest force on an atom: 0.1115 Eh/bohr
HOMO level: -0.3823 Eh
net charge: 0

=====

One molecule with the formula C4H9NO2. Source: OMol25; level of theory: wB97M-V/def2-TZVPD.

```
16
Properties=species:S:1:pos:R:3:forces:R:3:mulliken_charge:R:1
C -0.641768 1.112882 1.153142 -0.1 0.1 0.3 -0.89
N -0.777484 0.380191 -0.086183 0.3 0.3 0.2 0.10
C -1.931549 -0.239878 -0.379942 0.0 -0.2 -0.5 0.17
O -2.931069 -0.230860 0.298831 -0.4 0.0 0.2 -0.58
C 0.394892 0.242799 -0.911771 0.3 -0.6 0.1 -0.83
C 1.305281 -0.909356 -0.463282 -0.2 0.0 -0.5 -0.31
O 1.988531 -0.525479 0.708869 0.2 0.1 0.3 -0.51
H -1.567506 0.993550 1.712592 0.1 0.1 0.0 0.33
H -0.474652 2.172508 0.947641 0.0 0.0 0.0 0.28
H 0.197782 0.723400 1.728081 -0.1 0.1 0.0 0.29
H -1.880773 -0.770875 -1.350896 0.0 0.0 0.0 0.26
H 0.968096 1.172071 -0.865293 0.0 0.0 -0.1 0.33
H 0.086953 0.061409 -1.944469 0.0 0.0 0.0 0.40
H 0.693227 -1.804080 -0.282896 0.0 0.1 -0.1 0.29
H 2.020642 -1.128733 -1.268829 -0.1 0.0 0.0 0.35
H 2.549396 -1.249551 1.004405 -0.1 0.0 0.0 0.30
```
Positions in Å, forces in eV/Å.

Properties
2S+1: 1
DFT total energy: -363.04027 Ha
largest force on an atom: 0.0129 Eh/bohr
HOMO level: -0.3397 Eh
net charge: 0
SMILES: CN(C=O)CCO

=====

- What is the DFT total energy in the first record?
  -706.34292 Ha